Entry 1:
115
Properties=species:S:1:pos:R:3:lowdin_charge:R:1 method="wB97M-V/def2-TZVPD" total_charge=-1 e_lumo_ha=0.0143 e_above_lowest_kcal_mol=170.44
K 10.095 5.062 -12.752 0.910
S 9.617 -0.606 -14.176 0.342
S 6.662 3.834 -11.985 0.630
S 8.760 -2.693 -13.647 0.622
S 7.014 5.675 -10.381 0.513
F 7.630 2.504 -11.819 -0.217
F 7.784 -3.755 -14.459 -0.251
F 8.073 6.852 -10.029 -0.228
F 9.981 0.358 -15.364 -0.203
O 10.964 -0.906 -13.713 -0.309
O 10.754 4.840 -7.604 -0.173
O 9.587 10.642 -10.495 -0.182
O 9.898 -3.560 -13.308 -0.302
O 6.637 1.501 -17.438 -0.171
O 4.680 7.671 -5.666 -0.191
O 7.843 -2.285 -12.589 -0.296
O 6.777 5.090 -9.018 -0.308
O 8.783 0.218 -13.340 -0.315
O 5.944 6.496 -11.052 -0.330
O 10.102 2.184 -6.957 -0.221
O 6.657 9.460 -7.403 -0.232
O 6.103 0.775 -5.922 -0.204
O 5.481 3.476 -11.217 -0.263
O 0.858 3.706 -12.978 -0.166
O 1.214 4.846 -10.155 -0.217
O 6.608 3.910 -13.431 -0.281
O 7.809 0.766 -9.172 -0.186
O 5.534 4.395 -18.427 -0.208
O 6.971 9.806 -11.182 -0.181
N 7.975 4.799 -11.262 -0.398
N 8.870 -1.625 -14.993 -0.241
C 7.871 -0.261 -10.120 -0.119
C 10.779 6.219 -7.700 -0.152
C 7.981 9.836 -7.839 -0.076
C 5.157 1.676 -5.404 -0.127
C 10.793 0.934 -7.076 -0.066
C 1.733 5.590 -9.071 -0.113
C 7.755 10.326 -12.196 -0.243
C 7.135 1.089 -6.889 -0.151
C 4.842 7.798 -7.083 -0.175
C 5.652 3.125 -19.154 -0.171
C 9.350 11.988 -10.202 -0.131
C 4.272 4.602 -17.817 -0.124
C 6.304 8.050 -7.500 -0.162
C -0.180 4.689 -12.650 -0.089
C 4.739 8.897 -4.897 -0.095
C 2.074 3.911 -10.843 -0.180
C 9.980 4.397 -6.466 -0.140
C 9.252 10.177 -11.798 -0.176
C 10.566 3.004 -5.956 -0.209
C 1.335 3.025 -11.817 -0.203
C 5.579 9.361 -11.488 -0.045
C 6.695 0.906 -8.339 -0.185
C 5.521 1.814 -18.352 -0.172
C 6.674 2.275 -16.258 -0.114
H 4.119 8.514 -7.474 0.122
H 5.786 2.858 -16.011 0.074
H 8.888 -0.274 -10.514 0.094
H 1.767 5.098 -8.099 0.087
H 9.546 9.148 -12.003 0.112
H 5.519 8.666 -12.325 0.078
H 7.567 9.760 -13.109 0.119
H 0.231 5.621 -12.261 0.080
H 7.988 0.476 -6.596 0.116
H 2.002 2.224 -12.135 0.128
H 5.096 8.836 -10.664 0.067
H 9.970 12.533 -10.914 0.080
H 5.652 2.612 -5.146 0.073
H 8.904 4.429 -6.634 0.124
H 3.501 4.563 -18.585 0.080
H 11.163 6.688 -6.794 0.084
H 6.123 1.805 -8.570 0.120
H 4.475 5.621 -17.488 0.094
H 10.262 0.453 -7.897 0.088
H 4.064 9.660 -5.282 0.082
H 4.549 6.870 -7.574 0.112
H 8.333 12.332 -10.394 0.089
H 10.270 5.076 -5.665 0.103
H 11.824 1.197 -7.316 0.085
H 9.738 12.392 -9.266 0.092
H -0.759 5.063 -13.494 0.070
H 2.914 4.464 -11.263 0.119
H 7.061 7.445 -7.000 0.129
H 8.295 9.096 -8.575 0.067
H 7.610 11.373 -12.464 0.111
H -0.982 4.242 -12.061 0.086
H 4.692 1.309 -4.489 0.082
H 4.579 1.797 -17.803 0.110
H 2.714 5.990 -9.328 0.073
H 5.732 9.334 -4.787 0.076
H 10.177 2.716 -4.979 0.119
H 0.610 2.445 -11.246 0.121
H 4.433 8.618 -3.888 0.078
H 5.438 1.060 -19.134 0.118
H 4.923 10.225 -11.584 0.080
H 11.651 3.076 -5.879 0.119
H 7.368 -1.183 -9.828 0.087
H 1.285 6.574 -8.936 0.080
H 8.605 9.773 -6.948 0.084
H 9.840 6.750 -7.858 0.068
H 7.299 -0.095 -11.033 0.063
H 10.805 0.403 -6.125 0.086
H 4.995 3.137 -20.024 0.115
H 7.902 10.843 -8.247 0.074
H 11.300 6.523 -8.608 0.085
H 3.913 3.929 -17.038 0.076
H 6.695 3.019 -19.451 0.121
H 7.493 2.955 -16.491 0.085
H 2.494 3.296 -10.047 0.125
H 9.802 10.710 -12.573 0.112
H 4.427 2.062 -6.115 0.077
H 7.468 2.094 -6.631 0.108
H 6.053 0.030 -8.426 0.126
H 6.348 7.946 -8.584 0.085
H 7.017 1.811 -15.333 0.078

---

Entry 2:
10
Properties=species:S:1:pos:R:3:lowdin_charge:R:1 method="wB97M-V/def2-TZVPD" e_lumo_ha=-0.0547 smiles="[H]/N=C(/N)C(=S)S" e_above_lowest_kcal_mol=36.09
S -2.390 -0.341 0.075 0.779
S -0.878 2.291 -0.192 0.634
N 0.640 -1.450 -0.397 0.093
N 1.485 0.644 0.354 0.088
C -0.884 0.567 -0.191 -1.008
C 0.443 -0.159 -0.147 -0.552
H 1.353 1.588 0.338 -0.028
H 2.393 0.217 0.142 0.113
H -0.299 -1.888 -0.532 0.012
H -1.863 -1.470 0.550 -0.131